(1)
A single C7H8S molecule in a non-equilibrium geometry. Source: the OMol25 dataset; level of theory: ωB97M-V/def2-TZVPD.

Element x y z (Å)
C  1.662  -1.269  0.135
C  0.619  -0.487  -0.269
C  1.971  -2.277  -0.785
C  0.285  -1.353  -1.687
C  -0.617  0.741  1.614
C  -1.268  1.013  -0.870
C  -0.100  0.791  0.102
S  0.875  -2.907  -1.845
H  2.296  -1.141  1.116
H  -1.331  1.562  1.691
H  0.257  0.987  2.249
H  -0.890  -0.394  1.693
H  -0.870  1.741  -1.572
H  -2.193  1.349  -0.288
H  -1.346  -0.023  -1.381
H  0.649  1.667  0.097

Values from the calculation:
E_HOMO = -8.19 eV
Kohn-Sham gap = 7.600 eV
SMILES = CC(C)C1=CC#S#C1
E_tot = -18216.388 eV
largest force on an atom = 5.2 eV Å⁻¹

These are the Mulliken partial charges, in e, on atoms 1 to 6: -0.13 -0.05 -0.26 -0.57 -1.27 -0.90

***

(2)
11 unconnected molecules or ions with the total composition C33H42F8O33 in a non-equilibrium geometry. Source: the OMol25 dataset; level of theory: ωB97M-V/def2-TZVPD.

Element x y z (Å)
C  -0.459  21.383  -2.399
C  -0.963  21.724  -1.004
O  0.220  21.614  -0.261
C  1.316  21.841  -1.049
O  2.471  22.037  -0.693
O  0.923  21.757  -2.352
F  -1.928  20.905  -0.628
H  -1.038  21.963  -3.119
H  -0.708  20.339  -2.589
H  -1.454  22.694  -1.087
C  2.804  18.496  0.190
C  1.925  17.912  -0.897
O  0.709  17.734  -0.153
C  0.571  18.587  0.807
O  -0.512  18.943  1.313
O  1.803  19.187  0.951
F  2.505  16.829  -1.243
H  3.499  19.221  -0.232
H  3.367  17.745  0.744
H  1.712  18.574  -1.736
C  -8.520  17.739  2.062
C  -8.259  17.625  0.640
O  -9.519  17.442  0.049
C  -10.518  17.484  1.006
O  -11.712  17.278  0.856
O  -9.895  17.683  2.181
F  -7.538  16.524  0.450
H  -8.130  18.663  2.489
H  -8.072  16.966  2.686
H  -7.606  18.429  0.298
C  -6.258  12.663  2.672
C  -6.690  14.016  2.474
O  -5.444  14.620  2.216
C  -4.718  13.726  1.492
O  -3.667  14.073  0.887
O  -5.233  12.480  1.696
F  -7.165  14.572  3.556
H  -7.091  12.018  2.391
H  -6.121  12.549  3.747
H  -7.399  14.272  1.687
C  1.339  14.387  -3.829
C  0.186  13.515  -3.531
O  0.728  12.232  -3.674
C  1.884  12.240  -4.418
O  2.504  11.249  -4.815
O  2.279  13.512  -4.514
F  -0.815  13.623  -4.435
H  1.783  14.727  -2.893
H  1.095  15.292  -4.384
H  -0.235  13.767  -2.558
C  -8.582  20.263  -1.681
C  -7.341  20.966  -1.320
O  -7.622  21.631  -0.166
C  -8.748  21.206  0.381
O  -9.183  21.561  1.479
O  -9.408  20.320  -0.479
F  -6.924  21.690  -2.384
H  -8.290  19.224  -1.837
H  -9.041  20.728  -2.553
H  -6.609  20.167  -1.206
C  -0.391  15.556  2.373
C  -0.012  14.508  1.273
O  1.422  14.504  1.206
C  1.897  15.410  2.149
O  3.080  15.586  2.526
O  0.851  16.119  2.703
F  -0.604  14.756  0.107
H  -0.562  14.985  3.286
H  -1.151  16.285  2.092
H  -0.335  13.484  1.460
C  -2.972  17.652  -0.385
C  -4.357  17.146  -0.673
O  -4.068  16.160  -1.661
C  -2.808  16.196  -2.074
O  -2.319  15.489  -2.984
O  -2.190  17.173  -1.423
F  -5.157  18.093  -1.107
H  -2.464  17.175  0.453
H  -2.821  18.718  -0.210
H  -4.809  16.756  0.239
C  -3.872  13.563  -5.439
O  -4.764  14.520  -5.941
C  -6.066  14.088  -6.087
O  -6.496  12.969  -5.826
O  -6.847  15.127  -6.437
C  -8.154  14.921  -6.957
H  -4.033  12.496  -5.286
H  -3.672  13.952  -4.441
H  -2.938  13.529  -6.001
H  -8.636  14.275  -6.223
H  -8.222  14.457  -7.941
H  -8.776  15.813  -6.879
C  -0.923  16.575  -6.254
O  -0.559  17.876  -5.777
C  0.758  18.253  -5.884
O  1.657  17.574  -6.334
O  0.842  19.513  -5.665
C  1.852  20.249  -6.283
H  -0.917  16.528  -7.343
H  -1.850  16.320  -5.740
H  -0.184  15.840  -5.934
H  1.927  21.283  -5.949
H  1.776  20.198  -7.369
H  2.814  19.764  -6.119
C  -5.038  17.201  4.360
O  -4.752  18.568  4.015
C  -4.884  18.988  2.830
O  -5.371  18.381  1.908
O  -4.399  20.226  2.685
C  -4.251  20.791  1.364
H  -4.757  16.931  5.378
H  -4.588  16.454  3.705
H  -6.121  17.082  4.330
H  -3.890  20.061  0.638
H  -3.496  21.577  1.369
H  -5.113  21.368  1.029

Values from the calculation:
E_HOMO = -10.76 eV
Kohn-Sham gap = 10.723 eV
SMILES = O=C1OC[C@@H](F)O1.O=C1OC[C@@H](F)O1.O=C1OC[C@@H](F)O1.O=C1OC[C@@H](F)O1.O=C1OC[C@@H](F)O1.O=C1OC[C@@H](F)O1.O=C1OC[C@@H](F)O1.O=C1OC[C@@H](F)O1.COC(=O)OC.COC(=O)OC.COC(=O)OC
E_tot = -124205.807 eV
largest force on an atom = 5.4 eV Å⁻¹

These are the Mulliken partial charges, in e, on atoms 1 to 6: -0.22 0.20 -0.27 0.65 -0.56 -0.32